(1)
# C2H3N3O

C2H3N3O in the gas phase (ωB97M-V/def2-TZVPD, the OMol25 dataset).

## Properties
Kohn-Sham gap in eV: 8.54
LUMO in Ha: -0.010

XYZ file:
```
9
Properties=species:S:1:pos:R:3:lowdin_charge:R:1
O 1.72 -0.94 0.11 -0.046
C 0.82 0.93 -0.52 -0.165
N -0.17 1.53 0.11 0.003
N -1.11 0.55 0.36 0.022
C -0.73 -0.65 0.02 -0.064
N 0.51 -0.47 -0.55 -0.128
H 2.36 -0.29 -0.28 0.082
H -2.01 0.86 0.71 0.155
H -1.40 -1.51 0.05 0.141
```

***

(2)
# C2H3N3O

A molecular structure, C2H3N3O (ωB97M-V/def2-TZVPD, the OMol25 dataset).

## Properties
Kohn-Sham gap in eV: 9.10
LUMO in Ha: 0.022

XYZ file:
```
9
Properties=species:S:1:pos:R:3:lowdin_charge:R:1
N 1.39 0.13 -0.27 0.187
C 0.11 -0.07 -0.60 -0.532
C -1.09 -0.12 0.16 -0.115
N -1.19 0.09 1.43 -0.146
N -1.38 0.27 2.53 0.193
O -0.26 -0.27 -1.82 -0.007
H 2.09 0.12 -0.99 0.119
H 1.67 0.24 0.69 0.114
H -1.39 -0.32 -1.23 0.188
```

***

The structure with the greatest stability is (2).

***

(1)
# C7H11BO2

C7H11BO2 in the gas phase (ωB97M-V/def2-TZVPD, the OMol25 dataset).

## Properties
Kohn-Sham gap in eV: 10.01
SMILES: C#CCCCBCC(=O)O
LUMO in Ha: 0.001

XYZ file:
```
21
Properties=species:S:1:pos:R:3:lowdin_charge:R:1
C -2.72 -3.51 -1.22 0.049
C -1.92 -2.63 -1.51 -0.135
C -0.98 -1.36 -1.65 -0.179
C -0.80 -0.71 -0.18 -0.210
C 0.75 -0.64 0.24 -0.173
B 1.29 0.80 -0.30 -0.087
C 2.03 1.74 0.81 -0.062
C 1.01 2.80 1.39 -0.452
O 1.12 3.99 1.16 0.098
O -0.04 2.30 2.21 0.033
H -3.38 -4.20 -0.62 0.048
H -1.50 -0.62 -2.33 0.109
H 0.04 -1.67 -2.06 0.108
H -1.28 -1.46 0.53 0.109
H -1.35 0.27 -0.10 0.106
H 1.31 -1.52 -0.20 0.108
H 0.80 -0.64 1.38 0.103
H 1.15 1.15 -1.42 0.073
H 2.31 1.07 1.69 0.117
H 2.95 2.25 0.41 0.115
H -0.86 2.51 1.72 0.123
```

***

(2)
# C7H11BO2

C7H11BO2 in the gas phase (ωB97M-V/def2-TZVPD, the OMol25 dataset).

## Properties
Kohn-Sham gap in eV: 8.49
SMILES: C=C[C@]1(C)C/C1=C/B(O)O
LUMO in Ha: 0.012

XYZ file:
```
21
Properties=species:S:1:pos:R:3:lowdin_charge:R:1
C -2.16 1.81 1.06 0.024
C -1.80 1.01 0.02 -0.124
C -1.27 -0.36 -0.09 -0.292
C -1.42 -1.03 -1.43 -0.060
C -0.81 -1.13 1.14 -0.133
C 0.35 -0.53 0.66 -0.029
C 1.71 -0.63 0.78 0.069
B 2.72 0.03 -0.17 -0.633
O 2.10 0.75 -1.21 0.120
O 4.09 -0.04 0.10 0.125
H -2.27 2.83 0.88 0.024
H -2.35 1.62 2.10 0.044
H -1.65 1.65 -0.84 0.099
H -0.88 -1.97 -1.60 0.084
H -2.49 -1.14 -1.73 0.092
H -0.99 -0.32 -2.16 0.080
H -1.28 -0.71 1.95 0.086
H -0.92 -2.19 1.25 0.123
H 1.99 -1.28 1.54 0.075
H 2.82 0.91 -1.87 0.110
H 4.50 0.74 -0.35 0.116
```

***

The structure with the greatest stability is (2).

***

(1)
# C3H12O2S2

3 unconnected molecules or ions with the total composition C3H12O2S2 (ωB97M-V/def2-TZVPD, the OMol25 dataset).

## Properties
Kohn-Sham gap in eV: 8.76
SMILES: CCCSS.O.O
LUMO in Ha: -0.013

XYZ file:
```
19
Properties=species:S:1:pos:R:3:lowdin_charge:R:1
C -1.64 -0.43 -0.03 -0.117
C -0.13 -0.05 0.08 -0.314
C 0.29 0.96 -1.15 -0.606
S 1.93 1.69 -1.27 0.496
S 2.68 1.17 0.80 0.367
H -2.22 0.36 0.57 0.098
H -2.00 -1.45 0.25 0.064
H -1.95 -0.31 -1.07 0.054
H 0.01 0.33 1.10 0.031
H 0.56 -0.88 0.02 0.070
H 0.13 0.27 -2.00 0.057
H -0.47 1.70 -1.32 0.048
H 3.40 0.21 0.20 -0.214
O -0.29 2.16 2.26 -0.122
H 0.55 2.43 1.74 0.026
H 0.03 2.25 3.19 0.064
O -0.12 -3.61 -0.84 -0.011
H -0.98 -3.28 -0.85 -0.016
H 0.25 -3.52 -1.70 0.026
```

***

(2)
# C3H12O2S2

3 unconnected molecules or ions with the total composition C3H12O2S2 (ωB97M-V/def2-TZVPD, the OMol25 dataset).

## Properties
Kohn-Sham gap in eV: 9.55
SMILES: CCCSS.O.O
LUMO in Ha: 0.012

XYZ file:
```
19
Properties=species:S:1:pos:R:3:lowdin_charge:R:1
C 1.32 0.37 2.53 -0.129
C 0.02 -0.21 1.91 -0.297
C -0.02 -0.13 0.23 -0.544
S -1.74 -0.31 -0.38 0.401
S -2.20 1.51 -1.31 0.306
H 2.01 -0.35 2.05 0.064
H 1.36 0.32 3.64 0.077
H 1.52 1.41 2.21 0.070
H -0.25 -1.27 2.18 0.103
H -0.82 0.31 2.35 0.067
H 0.47 0.84 -0.08 0.072
H 0.71 -0.82 -0.17 0.042
H -2.87 2.16 -0.34 -0.209
O -0.17 -3.45 -2.46 -0.081
H 0.57 -4.12 -2.46 0.068
H -0.03 -2.85 -1.72 -0.007
O 5.48 1.30 1.08 -0.116
H 4.77 1.56 1.73 0.047
H 5.16 0.51 0.54 0.065
```

***

The structure with the greatest stability is (2).

***

(1)
# C4H6N2OS

A molecular structure, C4H6N2OS (ωB97M-V/def2-TZVPD, the OMol25 dataset).

## Properties
Kohn-Sham gap in eV: 8.98
LUMO in Ha: -0.005

XYZ file:
```
14
Properties=species:S:1:pos:R:3:lowdin_charge:R:1
C 1.13 0.29 -0.70 -0.645
C 0.05 -0.65 -0.94 -0.279
C -0.05 -0.38 1.41 -0.473
C 0.86 -0.80 0.32 -0.121
H -0.71 2.04 0.01 0.095
H 1.98 -0.02 -1.39 0.127
H 0.05 -1.43 -1.75 0.160
H -1.44 0.72 -1.12 0.067
H -2.10 0.26 1.28 0.212
H 1.50 -1.66 0.59 0.160
N -1.28 -0.14 -0.62 -0.018
N -1.14 0.12 0.76 -0.025
O 0.15 -0.41 2.64 0.043
S 1.00 2.04 -0.48 0.698
```

***

(2)
# C4H6N2OS

C4H6N2OS in the gas phase (ωB97M-V/def2-TZVPD, the OMol25 dataset).

## Properties
Kohn-Sham gap in eV: 8.32
SMILES: CN=[S@@]1(=O)C=CN=C1
LUMO in Ha: -0.018

XYZ file:
```
14
Properties=species:S:1:pos:R:3:lowdin_charge:R:1
C -1.85 -0.70 -0.21 -0.236
N -0.88 0.31 0.10 -0.322
S 0.53 -0.28 0.46 0.820
O 0.79 -1.55 1.13 -0.382
C 1.85 -0.19 -0.88 -0.095
C 2.56 0.91 -0.66 -0.242
N 2.28 1.76 0.34 0.001
C 1.43 1.48 1.17 -0.045
H -2.58 -0.04 -0.74 0.083
H -2.32 -1.27 0.53 0.044
H -1.37 -1.44 -0.94 0.085
H 1.88 -1.00 -1.63 0.098
H 3.19 1.39 -1.43 0.120
H 1.09 1.90 2.04 0.070
```

***

(3)
# C4H6N2OS

A molecular structure, C4H6N2OS (ωB97M-V/def2-TZVPD, the OMol25 dataset).

## Properties
Kohn-Sham gap in eV: 8.96
LUMO in Ha: 0.014

XYZ file:
```
14
Properties=species:S:1:pos:R:3:lowdin_charge:R:1
C -2.11 -1.05 0.01 -0.168
C -0.95 -1.03 -0.77 -0.069
C -1.48 0.96 0.04 -0.193
C 1.89 0.85 -0.42 -0.386
N -2.41 0.18 0.56 0.057
N -0.63 0.29 -0.72 -0.232
O 0.39 0.76 -1.46 -0.144
S 2.26 -0.81 0.17 0.752
H -2.68 -1.96 0.39 0.111
H -0.36 -1.70 -1.32 0.091
H -1.17 1.87 0.43 0.105
H 2.54 1.31 -1.20 0.067
H 1.46 1.70 0.29 0.112
H 1.65 -0.55 1.36 -0.104
```

***

The structure with the greatest stability is (1).

***

(1)
# C4H6N2OS

C4H6N2OS in the gas phase (ωB97M-V/def2-TZVPD, the OMol25 dataset).

## Properties
Kohn-Sham gap in eV: 8.27
SMILES: O[C@@]1(C=S)C=NNC1
LUMO in Ha: -0.017

XYZ file:
```
14
Properties=species:S:1:pos:R:3:lowdin_charge:R:1
O 0.85 -0.72 1.38 -0.155
C 0.52 -0.33 0.00 -0.557
C 1.76 0.00 -0.63 -0.615
S 3.20 -0.17 0.11 0.768
C -0.72 -1.25 -0.53 -0.034
N -1.88 -0.82 -0.12 0.021
N -1.68 0.48 0.51 -0.061
C -0.26 1.05 0.04 -0.083
H -0.06 -0.52 2.00 0.199
H 1.43 0.11 -1.68 0.092
H -0.59 -2.28 -0.74 0.093
H -2.37 1.04 -0.06 0.115
H -0.40 1.56 -0.90 0.102
H 0.18 1.84 0.63 0.115
```

***

(2)
# C4H6N2OS

A molecular structure, C4H6N2OS (ωB97M-V/def2-TZVPD, the OMol25 dataset).

## Properties
Kohn-Sham gap in eV: 10.06
LUMO in Ha: 0.023

XYZ file:
```
14
Properties=species:S:1:pos:R:3:lowdin_charge:R:1
C 2.23 -0.24 0.02 -0.051
C 1.60 -0.59 -1.20 -0.149
C 1.09 0.02 0.80 -0.093
C -1.36 -0.11 0.45 -0.569
N 0.27 -0.57 -1.14 0.022
N -0.02 -0.13 0.08 -0.227
O -1.67 1.69 0.71 -0.208
S -2.52 -0.61 -0.76 0.778
H 3.23 -0.46 0.43 0.109
H 2.01 -1.05 -2.13 0.114
H 1.21 0.58 1.76 0.143
H -1.60 -0.64 1.43 0.120
H -2.55 1.66 1.15 0.023
H -1.92 0.43 -1.60 -0.012
```

***

The structure with the greatest stability is (2).

***

(1)
# C4H6N2OS

C4H6N2OS in the gas phase (ωB97M-V/def2-TZVPD, the OMol25 dataset).

## Properties
Kohn-Sham gap in eV: 8.06
SMILES: C=CC(=O)N(N)C=S
LUMO in Ha: -0.028

XYZ file:
```
14
Properties=species:S:1:pos:R:3:lowdin_charge:R:1
C -0.88 -1.49 1.71 0.030
C -0.24 -1.71 0.58 -0.101
C 0.42 -0.87 -0.53 -0.202
O 0.85 -1.56 -1.53 0.033
N 0.52 0.67 -0.56 -0.150
N -0.13 1.35 0.51 0.064
C 0.69 1.31 -1.65 -0.664
S 0.55 2.96 -1.79 0.633
H -1.16 -2.15 2.51 0.060
H -1.28 -0.42 1.82 0.073
H -0.21 -2.75 0.24 0.104
H -0.72 2.00 0.07 0.013
H 0.55 1.97 0.94 0.091
H 1.05 0.69 -2.31 0.016
```

***

(2)
# C4H6N2OS

2 unconnected molecules or ions with the total composition C4H6N2OS (ωB97M-V/def2-TZVPD, the OMol25 dataset).

## Properties
Kohn-Sham gap (spin up / spin down) in eV: 7.80 / 7.80
LUMO (spin up / spin down) in Ha: -0.008 / -0.008

XYZ file:
```
14
Properties=species:S:1:pos:R:3:lowdin_charge:R:1
C 0.16 -1.25 -0.74 -0.172
C 0.77 0.09 -0.13 -0.649
C 1.31 -2.21 -0.96 -0.283
C -0.15 0.90 0.73 -0.160
N -0.50 -5.07 -0.91 0.057
N 0.15 -4.48 -0.25 0.033
O 2.27 -2.23 -0.27 -0.188
S 2.23 -0.57 0.82 0.813
H -0.46 -1.92 -0.18 0.093
H -0.27 -0.92 -1.69 0.114
H 1.10 0.65 -0.97 0.081
H -0.91 0.36 1.31 0.075
H -0.82 1.60 0.05 0.118
H 0.40 1.54 1.46 0.069
```

***

(3)
# C4H6N2OS

C4H6N2OS in the gas phase (ωB97M-V/def2-TZVPD, the OMol25 dataset).

## Properties
Kohn-Sham gap in eV: 9.44
SMILES: N/C=C/C(=O)/C=N\S
LUMO in Ha: 0.019

XYZ file:
```
14
Properties=species:S:1:pos:R:3:lowdin_charge:R:1
N 1.66 1.27 -1.33 0.103
C 0.79 0.65 -0.48 -0.182
C 0.76 -0.66 -0.15 -0.076
C -0.02 -1.16 0.94 -0.474
O -0.02 -2.32 1.28 0.078
C -1.03 -0.23 1.64 -0.187
N -2.08 0.29 1.15 -0.427
S -2.70 0.12 -0.36 0.754
H 1.39 2.09 -1.80 0.088
H 2.27 0.73 -1.88 0.081
H 0.08 1.37 -0.04 0.123
H 1.36 -1.46 -0.70 0.144
H -0.77 -0.08 2.66 0.106
H -1.71 -0.62 -0.94 -0.132
```

***

(4)
# C4H6N2OS

C4H6N2OS in the gas phase (ωB97M-V/def2-TZVPD, the OMol25 dataset).

## Properties
Kohn-Sham gap in eV: 9.45
SMILES: O=CN/N=C/[C@@H]1CS1
LUMO in Ha: 0.022

XYZ file:
```
14
Properties=species:S:1:pos:R:3:lowdin_charge:R:1
O 0.98 2.53 1.42 0.042
C 0.77 1.60 2.16 -0.340
N 0.40 0.31 1.86 0.007
N -0.10 -0.15 0.67 0.040
C 0.08 0.39 -0.46 -0.184
C -0.45 -0.26 -1.70 -0.485
C -0.71 -1.76 -1.56 -0.517
S 0.76 -1.46 -2.45 0.807
H 0.77 1.65 3.30 0.140
H 0.02 -0.28 2.57 0.124
H 0.67 1.27 -0.67 0.112
H -0.89 0.35 -2.53 0.114
H -1.55 -2.12 -2.14 0.057
H -0.74 -2.06 -0.48 0.082
```

***

The structure with the greatest stability is (3).

***

(1)
# C4H6N2OS

C4H6N2OS in the gas phase (ωB97M-V/def2-TZVPD, the OMol25 dataset).

## Properties
Kohn-Sham gap in eV: 9.65
SMILES: [H]/N=C1\O[C@H]2C[C@H]2N1S
LUMO in Ha: 0.029

XYZ file:
```
14
Properties=species:S:1:pos:R:3:lowdin_charge:R:1
H 2.79 -1.21 -0.18 0.056
N 2.20 -0.93 -0.92 0.157
C 1.07 -0.80 -0.43 -0.602
O 0.64 -1.10 0.78 0.118
C -0.64 -0.72 0.93 -0.286
C -0.98 0.79 1.12 0.037
C -1.12 -0.05 -0.22 -0.243
N 0.08 -0.02 -0.96 -0.462
S 0.51 0.97 -2.19 0.838
H -1.43 -1.30 1.37 0.152
H -2.01 1.08 1.35 0.102
H -0.16 1.42 1.30 0.080
H -2.10 -0.04 -0.57 0.133
H 1.14 1.91 -1.36 -0.081
```

***

(2)
# C4H6N2OS

C4H6N2OS in the gas phase (ωB97M-V/def2-TZVPD, the OMol25 dataset).

## Properties
Kohn-Sham gap in eV: 9.32
SMILES: Cn1[nH]cc(S)c1=O
LUMO in Ha: 0.028

XYZ file:
```
14
Properties=species:S:1:pos:R:3:lowdin_charge:R:1
C 1.98 -0.56 0.32 -0.045
N 0.83 0.00 -0.28 -0.154
N 0.40 1.33 -0.03 0.011
C -1.03 1.37 0.02 -0.095
C -1.48 0.14 -0.15 -0.480
S -3.24 -0.31 0.10 0.776
C -0.32 -0.74 -0.25 -0.531
O -0.16 -1.91 -0.21 0.067
H 2.03 0.04 1.40 0.148
H 2.77 -0.43 -0.44 0.088
H 1.72 -1.65 0.60 0.110
H 0.72 1.91 -0.87 0.164
H -1.27 2.36 0.00 0.092
H -2.94 -1.56 -0.22 -0.151
```

***

The structure with the greatest stability is (2).

***

(1)
# C2H5NOS2

2 unconnected molecules or ions with the total composition C2H5NOS2 (ωB97M-V/def2-TZVPD, the OMol25 dataset).

## Properties
Kohn-Sham gap (spin up / spin down) in eV: 7.00 / 7.57
LUMO (spin up / spin down) in Ha: 0.005 / 0.015

XYZ file:
```
11
Properties=species:S:1:pos:R:3:lowdin_charge:R:1
C 0.15 -0.94 -0.62 -0.256
C -1.10 -0.57 -1.22 -0.052
N 0.79 0.86 0.94 -0.960
O 1.01 -1.72 -0.45 0.086
S -0.64 1.14 1.76 0.580
S 1.96 -0.07 1.66 0.624
H -1.57 -1.39 -1.77 0.096
H -1.76 -0.22 -0.42 0.056
H -0.92 0.28 -1.88 0.107
H -0.83 2.34 1.21 -0.148
H 2.90 0.29 0.79 -0.132
```

***

(2)
# C2H5NOS2

C2H5NOS2 in the gas phase (ωB97M-V/def2-TZVPD, the OMol25 dataset).

## Properties
Kohn-Sham gap in eV: 9.53
SMILES: CSC(=S)NO
LUMO in Ha: 0.021

XYZ file:
```
11
Properties=species:S:1:pos:R:3:lowdin_charge:R:1
C -2.11 0.49 0.13 -0.382
S -1.02 -0.98 -0.14 0.859
C 0.52 -0.21 -0.18 -1.113
S 0.81 1.46 -0.14 0.644
N 1.60 -1.00 -0.01 -0.152
O 2.89 -0.47 0.10 -0.092
H -3.12 0.10 0.14 0.035
H -1.94 0.90 1.09 0.020
H -1.99 1.14 -0.71 0.013
H 1.67 -1.98 -0.28 0.148
H 2.69 0.54 0.01 0.019
```

***

The structure with the greatest stability is (2).